Formula: C31H35N3O5
Source: the OMol25 dataset
Level of theory: ωB97M-V/def2-TZVPD

Last column: natural (NBO) charge in e.
CARTESIAN COORDINATES (ANGSTROEM)
C1 -7.567 -2.516 0.089  -0.252
O1 -6.530 -2.149 0.967  -0.490
C2 -5.363 -1.690 0.440  0.300
C3 -5.102 -1.541 -0.918  -0.323
C4 -3.873 -1.061 -1.333  -0.139
C5 -2.884 -0.717 -0.422  -0.008
C6 -1.577 -0.161 -0.950  -0.054
C7 -1.763 1.299 -1.418  -0.342
C8 -0.478 1.688 -2.171  0.699
O2 -0.254 1.229 -3.273  -0.643
N1 0.357 2.521 -1.528  -0.616
C9 1.660 2.857 -2.059  -0.223
C10 2.776 1.989 -1.474  -0.434
C11 3.088 2.329 -0.006  -0.210
N2 4.086 1.501 0.636  -0.445
C12 5.391 1.501 0.005  -0.250
C13 6.376 0.802 0.946  -0.069
O3 5.974 -0.520 1.213  -0.529
C14 4.689 -0.536 1.797  -0.070
C15 3.658 0.138 0.894  -0.278
C16 -2.072 2.130 -0.217  -0.012
C17 -2.971 3.184 -0.238  -0.201
C18 -3.222 3.910 0.914  -0.181
C19 -2.569 3.595 2.095  -0.218
C20 -1.661 2.553 2.125  -0.170
C21 -1.416 1.813 0.975  -0.104
C22 -0.400 0.724 1.012  0.659
O4 0.489 0.712 1.849  -0.630
N3 -0.505 -0.208 0.027  -0.467
C23 0.441 -1.262 -0.045  0.100
C24 1.130 -1.503 -1.225  -0.160
C25 2.095 -2.494 -1.286  -0.318
C26 2.386 -3.256 -0.160  0.312
O5 3.324 -4.238 -0.101  -0.492
C27 4.145 -4.453 -1.224  -0.253
C28 1.676 -3.022 1.019  -0.257
C29 0.714 -2.039 1.076  -0.169
C30 -3.148 -0.876 0.932  -0.209
C31 -4.368 -1.355 1.359  -0.238
H1 -7.902 -1.667 -0.516  0.175
H2 -8.386 -2.850 0.724  0.202
H3 -7.263 -3.336 -0.571  0.176
H4 -5.841 -1.797 -1.660  0.220
H5 -3.681 -0.957 -2.391  0.204
H6 -1.270 -0.762 -1.812  0.245
H7 -2.578 1.337 -2.145  0.249
H8 0.146 2.811 -0.585  0.409
H9 1.602 2.698 -3.139  0.233
H10 1.857 3.915 -1.860  0.194
H11 2.482 0.942 -1.551  0.211
H12 3.673 2.139 -2.078  0.206
H13 2.182 2.238 0.598  0.206
H14 3.438 3.366 0.052  0.186
H15 5.708 2.532 -0.162  0.199
H16 5.391 0.963 -0.959  0.164
H17 7.367 0.737 0.493  0.187
H18 6.437 1.371 1.886  0.164
H19 4.434 -1.586 1.952  0.192
H20 4.716 -0.016 2.765  0.164
H21 2.689 0.159 1.393  0.245
H22 3.572 -0.451 -0.035  0.164
H23 -3.480 3.431 -1.159  0.217
H24 -3.930 4.724 0.890  0.218
H25 -2.766 4.164 2.991  0.219
H26 -1.131 2.293 3.029  0.237
H27 0.930 -0.910 -2.106  0.224
H28 2.619 -2.651 -2.216  0.223
H29 4.838 -5.241 -0.934  0.202
H30 4.711 -3.553 -1.482  0.181
H31 3.565 -4.784 -2.091  0.174
H32 1.902 -3.626 1.882  0.228
H33 0.180 -1.859 1.995  0.228
H34 -2.398 -0.634 1.669  0.213
H35 -4.577 -1.481 2.409  0.224

The calculation puts the total energy at -1742.7888 a.u. The LUMO energy is 0.377 eV. Its SMILES is COc1ccc([C@H]2[C@H](C(=O)NCCCN3CCOCC3)c3ccccc3C(=O)N2c2ccc(OC)cc2)cc1. The HOMO energy comes out at -0.296 hartree. The calculation puts the energy above the lowest of the compared OMol25 structures with the same formula, charge and spin at 0.0 kcal per mole. Its frontier orbital gap is 0.30999 hartree. Its spin multiplicity is 1. As for the total charge: 0.